Below is a molecular structure, C42H57Cl2F6InN5O4S2Se2Si2Te, with properties calculated with wB97M-V/def2-TZVPD.

Summary:
F_max: 0.28 eV/A
LUMO level: 1.90 eV
Total charge: -1
Gap between HOMO and LUMO: 5.98 eV
Total energy: -10365.464030 Eh

Element x y z (Å)
In (0.224, 0.192, -0.059)
C (0.025, -2.799, -3.026)
Se (-1.485, -1.935, -2.179)
C (-2.428, -3.500, -1.519)
C (-1.836, -4.232, -0.333)
Se (-1.362, -3.122, 1.205)
C (-2.716, -3.864, 2.403)
H (-0.319, -3.468, -3.813)
H (0.623, -3.319, -2.282)
H (0.618, -1.998, -3.461)
H (-2.523, -4.191, -2.360)
H (-3.427, -3.129, -1.284)
H (-0.947, -4.780, -0.627)
H (-2.564, -4.957, 0.039)
H (-3.659, -3.998, 1.876)
H (-2.861, -3.146, 3.210)
H (-2.388, -4.813, 2.825)
F (-1.098, 4.327, -3.935)
C (-1.109, 3.412, -2.966)
F (-2.390, 3.155, -2.666)
F (-0.519, 3.928, -1.893)
S (-0.262, 1.877, -3.546)
O (-0.295, 0.957, -2.422)
O (-1.010, 1.500, -4.703)
N (1.148, 2.425, -3.936)
S (2.370, 2.399, -2.925)
O (1.962, 2.339, -1.549)
O (3.351, 3.349, -3.344)
C (3.157, 0.758, -3.275)
F (3.134, 0.492, -4.585)
F (4.426, 0.771, -2.874)
F (2.514, -0.220, -2.641)
C (-6.059, 2.173, 2.028)
C (-5.758, 3.438, 1.273)
C (-6.329, 4.652, 1.636)
C (-6.031, 5.824, 0.954)
C (-5.166, 5.790, -0.127)
C (-4.604, 4.585, -0.522)
C (-4.879, 3.419, 0.184)
N (-4.295, 2.193, -0.213)
C (-2.968, 1.834, -0.020)
N (-2.190, 2.895, 0.321)
C (-1.001, 2.963, 1.069)
C (-0.021, 1.975, 1.098)
C (1.062, 2.189, 1.960)
C (1.220, 3.355, 2.685)
C (0.256, 4.344, 2.591)
C (-0.867, 4.157, 1.807)
C (-1.918, 5.237, 1.750)
N (-2.555, 0.614, -0.134)
C (-3.600, -0.330, -0.351)
C (-4.028, -1.082, 0.742)
C (-5.115, -1.935, 0.645)
C (-5.777, -2.067, -0.568)
C (-5.343, -1.336, -1.663)
C (-4.269, -0.450, -1.582)
C (-3.906, 0.392, -2.772)
H (-6.668, 2.384, 2.905)
H (-5.139, 1.682, 2.351)
H (-6.600, 1.451, 1.410)
H (-7.008, 4.679, 2.480)
H (-6.479, 6.759, 1.266)
H (-4.935, 6.695, -0.675)
H (-3.953, 4.534, -1.385)
H (-4.918, 1.400, -0.243)
H (-2.701, 3.762, 0.324)
H (1.819, 1.426, 2.059)
H (2.093, 3.493, 3.309)
H (0.363, 5.269, 3.144)
H (-1.645, 6.058, 2.411)
H (-2.905, 4.877, 2.060)
H (-2.025, 5.656, 0.743)
H (-3.492, -0.968, 1.676)
H (-5.441, -2.496, 1.512)
H (-6.622, -2.737, -0.662)
H (-5.854, -1.437, -2.614)
H (-4.210, -0.102, -3.694)
H (-2.836, 0.566, -2.822)
H (-4.401, 1.364, -2.723)
Cl (1.577, -4.547, -0.278)
C (2.807, -3.313, -0.155)
C (4.104, -3.783, -0.136)
C (5.174, -2.916, 0.021)
C (4.880, -1.570, 0.161)
C (3.576, -1.120, 0.141)
Cl (3.377, 0.596, 0.343)
C (2.402, -1.933, -0.034)
N (1.116, -1.594, -0.048)
H (4.261, -4.849, -0.241)
H (6.194, -3.275, 0.033)
H (5.670, -0.841, 0.292)
C (3.961, -5.601, 3.578)
Si (2.415, -4.641, 4.047)
C (2.269, -4.654, 5.924)
C (0.899, -5.476, 3.341)
C (2.642, -2.909, 3.373)
Te (1.046, -1.511, 3.610)
C (1.281, -1.172, 5.729)
Si (2.663, 0.000, 6.215)
C (4.194, -0.149, 5.146)
C (3.160, -0.357, 7.996)
C (1.979, 1.739, 6.094)
H (3.896, -6.645, 3.894)
H (4.853, -5.165, 4.035)
H (4.100, -5.580, 2.495)
H (2.333, -5.684, 6.285)
H (1.307, -4.255, 6.249)
H (3.062, -4.080, 6.408)
H (0.610, -6.331, 3.957)
H (1.081, -5.824, 2.323)
H (0.063, -4.775, 3.295)
H (2.769, -2.961, 2.289)
H (3.554, -2.451, 3.759)
H (1.346, -2.136, 6.226)
H (0.330, -0.725, 6.032)
H (4.691, -1.113, 5.272)
H (4.909, 0.627, 5.432)
H (3.963, -0.020, 4.086)
H (3.552, -1.373, 8.087)
H (2.306, -0.269, 8.670)
H (3.934, 0.331, 8.342)
H (1.529, 1.901, 5.114)
H (2.754, 2.494, 6.240)
H (1.203, 1.903, 6.846)